[1]
{
  "formula": "C21H21AlAsN6S5Si",
  "method": "ωB97M-V/def2-TZVPD",
  "charge": -1,
  "e_above_lowest_kj_mol": 0.0,
  "species": ["Al", "S", "As", "S", "S", "S", "S", "N", "C", "C", "C", "C", "C", "N", "C", "C", "N", "C", "C", "C", "C", "C", "N", "H", "H", "H", "H", "H", "H", "C", "C", "C", "C", "C", "C", "N", "N", "Si", "C", "C", "C", "H", "H", "H", "H", "H", "H", "H", "H", "H", "H", "H", "H", "H", "H", "H"],
  "coordinates": [[-1.1957, -0.0334, 0.9010], [-5.8618, 0.1615, 2.4026], [-4.1272, 0.0230, 1.2667], [-2.7707, 1.7238, 1.3626], [-2.7566, -1.6274, 1.7026], [-4.5683, -0.2108, -0.9115], [0.4916, 2.7480, -5.7784], [-0.5928, 1.6216, -5.3518], [-0.5567, 1.5279, -4.0255], [-1.3428, 0.6497, -3.2141], [-2.2462, -0.3455, -3.7481], [-2.9415, -1.1253, -2.9170], [-2.8755, -0.9472, -1.4367], [-1.7564, -0.1704, -0.9838], [-1.1453, 0.6484, -1.8454], [-0.1595, 1.5642, -1.2540], [-0.0414, 1.5065, 0.0833], [0.8109, 2.3080, 0.7056], [1.6113, 3.2132, 0.0178], [1.5132, 3.2769, -1.3561], [0.6133, 2.4433, -2.0143], [0.4134, 2.4204, -3.4494], [1.0716, 3.1535, -4.3235], [-2.3228, -0.4505, -4.8233], [-3.6222, -1.8841, -3.2848], [-2.8873, -1.8962, -0.9129], [0.8508, 2.2160, 1.7850], [2.2952, 3.8480, 0.5646], [2.1188, 3.9610, -1.9374], [-1.4461, 0.9134, 4.4845], [-0.2694, 0.1432, 3.9763], [0.7032, -0.3489, 4.8234], [1.7670, -1.0818, 4.2826], [1.8262, -1.3520, 2.9396], [0.7777, -0.8726, 2.1132], [-0.1856, -0.0732, 2.6525], [0.5389, -1.0870, 0.8010], [1.6698, -1.7596, -0.3061], [3.2475, -0.7469, -0.3004], [2.1043, -3.5510, 0.0461], [0.9602, -1.7201, -2.0348], [-1.3808, 1.0361, 5.5653], [-2.3688, 0.3872, 4.2351], [-1.5167, 1.8878, 4.0037], [0.6329, -0.1651, 5.8866], [2.5456, -1.4574, 4.9377], [2.6279, -1.9386, 2.5149], [3.7348, -0.7247, 0.6797], [3.0255, 0.2879, -0.5879], [3.9619, -1.1518, -1.0258], [2.5211, -3.7295, 1.0397], [2.8395, -3.8871, -0.6934], [1.2124, -4.1775, -0.0569], [1.1795, -0.7751, -2.5426], [-0.1267, -1.8514, -2.0297], [1.3987, -2.5284, -2.6281]],
  "forces_ev_per_a": [[0.01, 0.04, -0.33], [-0.01, -0.04, -0.10], [-0.22, 0.02, 0.23], [-0.04, -0.20, 0.04], [0.01, 0.14, -0.03], [0.19, -0.03, -0.13], [0.07, 0.01, -0.24], [-0.01, 0.07, 0.07], [-0.04, -0.07, 0.11], [0.03, 0.07, -0.18], [0.04, 0.11, -0.02], [-0.04, -0.06, 0.06], [-0.27, 0.18, 0.01], [0.26, 0.08, -0.02], [-0.09, 0.13, 0.16], [-0.13, -0.10, 0.13], [0.15, 0.06, -0.02], [-0.07, -0.07, -0.05], [0.02, 0.02, 0.04], [0.05, 0.04, -0.04], [-0.02, 0.02, -0.13], [-0.01, -0.10, 0.19], [-0.10, 0.00, 0.02], [0.00, -0.03, 0.02], [0.06, 0.00, -0.01], [0.04, -0.10, 0.04], [0.00, -0.01, -0.02], [-0.02, -0.01, -0.02], [-0.01, -0.01, 0.01], [0.02, -0.01, 0.03], [-0.01, 0.10, -0.10], [0.10, -0.03, 0.03], [-0.06, 0.03, 0.01], [-0.08, 0.04, -0.13], [0.08, 0.00, -0.28], [0.19, -0.15, 0.14], [-0.20, 0.04, 0.82], [-0.06, -0.10, -0.24], [0.16, 0.09, 0.00], [-0.01, -0.11, 0.05], [-0.04, -0.01, -0.05], [0.01, 0.01, -0.02], [-0.02, -0.01, -0.02], [0.00, 0.00, 0.00], [0.00, -0.01, -0.03], [-0.01, 0.01, -0.01], [-0.01, -0.03, 0.01], [-0.03, 0.00, -0.08], [0.02, -0.08, 0.02], [-0.02, 0.05, 0.06], [-0.01, 0.03, -0.02], [-0.04, -0.02, 0.05], [0.06, 0.04, 0.01], [-0.04, -0.09, 0.02], [0.16, -0.03, -0.02], [0.01, 0.06, -0.01]]
}

[2]
{
  "formula": "C21H21Br54N2O3",
  "method": "ωB97M-V/def2-TZVPD",
  "energy_ha": -140144.60634,
  "charge": -1,
  "species": ["N", "C", "N", "C", "O", "C", "O", "O", "H", "H", "H", "C", "Br", "Br", "Br", "H", "C", "Br", "Br", "Br", "H", "C", "Br", "Br", "Br", "H", "C", "Br", "Br", "Br", "H", "C", "Br", "Br", "Br", "H", "C", "Br", "Br", "Br", "H", "C", "Br", "Br", "Br", "H", "C", "Br", "Br", "Br", "H", "C", "Br", "Br", "Br", "H", "C", "Br", "Br", "Br", "H", "C", "Br", "Br", "Br", "H", "C", "Br", "Br", "Br", "H", "C", "Br", "Br", "Br", "H", "C", "Br", "Br", "Br", "H", "C", "Br", "Br", "Br", "H", "C", "Br", "Br", "Br", "H", "C", "Br", "Br", "Br", "H", "C", "Br", "Br", "Br", "H"],
  "coordinates": [[-3.4914, 0.3561, -4.6887], [-2.1543, -0.0679, -4.2080], [-1.2262, -0.2702, -5.3595], [-1.3877, -1.3766, -5.8917], [-1.8173, -2.1982, -6.6017], [-2.2018, -1.3251, -3.2123], [-3.0733, -2.2257, -3.2595], [-1.2671, -1.3635, -2.3027], [-4.2091, 0.0784, -4.0226], [-3.7068, 0.0113, -5.6272], [-1.7445, 0.7884, -3.6008], [-1.0950, 4.0254, -3.4538], [-1.6049, 5.5680, -2.4021], [-0.7492, 2.4808, -2.3486], [-2.3838, 3.6423, -4.8431], [-0.1607, 4.2753, -3.9469], [3.0734, 3.2695, -0.2811], [4.0876, 1.9250, -1.2274], [2.5033, 4.6981, -1.4561], [1.5822, 2.5077, 0.6853], [3.7388, 3.7085, 0.4545], [2.8430, -0.6737, 2.3931], [4.5648, -1.1583, 1.6549], [1.7278, -2.2215, 2.6895], [3.0283, 0.4018, 3.9891], [2.3409, -0.0593, 1.6525], [-5.0207, 1.1204, -0.7688], [-4.0313, -0.1789, -1.8077], [-5.6423, 2.5954, -1.8631], [-6.4706, 0.2996, 0.2208], [-4.3346, 1.5365, -0.0378], [0.0102, 4.6479, 4.0154], [-0.8130, 5.9183, 2.8116], [0.0636, 5.3089, 5.8340], [-0.8306, 2.9111, 3.9085], [1.0385, 4.5235, 3.6917], [7.2652, 1.8386, -4.3631], [9.1733, 2.0325, -4.1050], [6.5702, 0.2844, -3.4411], [6.3084, 3.4522, -3.8841], [7.1030, 1.6768, -5.4234], [-5.7986, -0.5439, -7.9924], [-7.0207, 0.0362, -9.3798], [-4.0394, -0.9247, -8.6966], [-5.7268, 0.7138, -6.5256], [-6.1897, -1.4744, -7.5942], [2.0067, -4.9561, 6.1768], [1.5028, -3.4031, 7.2138], [2.3409, -6.4952, 7.3044], [0.7141, -5.3464, 4.7919], [2.9407, -4.7176, 5.6808], [-10.9870, -0.3686, -10.5415], [-10.5352, -0.3616, -8.6626], [-10.0931, 1.0565, -11.4989], [-10.6589, -2.0944, -11.3525], [-12.0527, -0.1807, -10.6139], [-2.8955, -4.8716, -0.9383], [-1.8511, -4.0595, 0.4681], [-1.9226, -6.2902, -1.8261], [-4.6213, -5.4764, -0.2952], [-3.0817, -4.0950, -1.6839], [4.8529, 7.0510, -4.7561], [4.9214, 8.7903, -5.6022], [4.9112, 7.1872, -2.8283], [3.3270, 6.0219, -5.3529], [5.7423, 6.5109, -5.0649], [1.0841, -10.6215, 7.5076], [2.1725, -9.7981, 8.8789], [2.0167, -12.0676, 6.6241], [-0.6315, -11.1877, 8.1978], [0.8905, -9.8617, 6.7569], [5.8691, -3.3040, 6.7230], [4.6224, -2.7397, 5.3570], [7.6256, -3.6572, 5.9936], [5.9392, -2.0458, 8.1918], [5.4982, -4.2414, 7.1256], [0.5567, 8.4437, -5.2931], [-0.2305, 9.7427, -6.4919], [0.6153, 9.0892, -3.4699], [-0.3232, 6.7269, -5.4168], [1.5844, 8.2986, -5.6115], [7.7751, 0.2014, 10.9986], [9.0827, -0.8311, 11.9816], [6.8481, 1.4596, 12.1388], [8.5573, 1.0699, 9.4579], [7.0328, -0.4975, 10.6272], [2.2847, -3.3824, -6.6940], [2.6370, -3.5556, -4.8007], [2.1036, -5.1070, -7.5540], [0.7515, -2.2492, -7.0345], [3.1486, -2.8970, -7.1354], [-1.7784, -1.4501, 9.3526], [-0.4968, -2.4947, 10.3569], [-2.6984, -0.1700, 10.4775], [-0.9703, -0.6042, 7.8125], [-2.5278, -2.1407, 8.9790], [-4.4114, 1.0756, 7.2949], [-6.2454, 0.6685, 7.7580], [-3.7349, -0.1127, 5.9292], [-4.1879, 2.9331, 6.8034], [-3.8145, 0.9088, 8.1857]],
  "forces_ev_per_a": [[1.09, -0.21, -0.70], [-0.62, 0.72, 1.46], [-0.04, -1.86, 0.38], [-2.48, 2.54, -0.18], [0.08, -0.62, 0.38], [3.36, -1.26, 2.42], [-0.49, 0.80, -1.21], [-1.54, 1.02, -2.45], [0.21, -0.14, -0.74], [0.46, -0.15, 0.87], [-0.39, -1.45, -0.93], [0.10, -0.11, 0.02], [-0.07, -0.25, 0.19], [0.10, 0.55, 0.14], [0.19, 0.06, 0.24], [-0.11, -0.02, 0.11], [0.04, -0.01, -0.03], [-0.23, 0.14, 0.15], [0.02, -0.22, 0.15], [0.10, 0.12, -0.02], [-0.11, -0.05, -0.11], [-0.07, 0.01, -0.18], [-0.21, 0.05, 0.15], [0.20, 0.13, 0.10], [-0.04, -0.09, -0.14], [0.10, -0.07, 0.09], [0.36, -0.07, -0.11], [-1.28, 0.37, 1.85], [0.03, -0.12, 0.10], [0.10, 0.10, -0.10], [-0.19, 0.02, -0.06], [0.04, -0.04, -0.10], [0.09, -0.20, 0.18], [-0.05, -0.09, -0.21], [0.06, 0.21, 0.04], [-0.15, 0.01, 0.04], [-0.05, 0.00, -0.04], [-0.25, -0.02, 0.00], [0.11, 0.27, -0.12], [0.15, -0.19, -0.04], [0.02, 0.02, 0.16], [-0.07, 0.01, 0.07], [0.28, -0.02, 0.06], [-0.26, 0.12, 0.10], [-0.69, 0.01, -0.75], [0.07, 0.13, -0.07], [-0.09, 0.06, -0.06], [-0.01, -0.32, -0.14], [-0.08, 0.15, -0.12], [0.14, 0.03, 0.24], [-0.16, -0.04, 0.05], [-0.04, -0.01, 0.10], [-0.24, -0.02, -0.25], [-0.06, -0.20, 0.12], [0.00, 0.24, 0.10], [0.17, -0.02, -0.01], [0.01, 0.32, -0.22], [-0.13, -0.15, -0.13], [-0.14, 0.14, 0.17], [0.23, 0.02, -0.04], [0.11, -0.02, 0.08], [0.08, -0.08, 0.02], [-0.09, -0.21, 0.11], [0.01, 0.03, -0.32], [0.20, 0.16, 0.13], [-0.12, 0.08, 0.04], [-0.04, 0.05, -0.08], [-0.12, -0.17, -0.12], [-0.13, 0.19, 0.16], [0.27, 0.06, -0.07], [0.04, -0.09, 0.12], [-0.05, -0.13, -0.05], [0.42, 0.08, 0.10], [-0.24, 0.09, 0.10], [-0.03, -0.10, -0.21], [0.07, 0.15, -0.02], [0.07, -0.10, -0.01], [0.07, -0.17, 0.18], [-0.01, -0.11, -0.23], [0.09, 0.43, -0.32], [-0.14, 0.04, 0.06], [-0.01, 0.00, -0.05], [-0.17, 0.17, -0.13], [0.15, -0.16, -0.15], [-0.10, -0.11, 0.24], [0.12, 0.09, 0.07], [0.20, 0.36, -0.06], [-0.12, 0.02, -0.27], [-0.02, 0.19, 0.11], [1.95, -0.94, -0.46], [-0.08, -0.16, 0.08], [0.06, -0.09, -0.13], [-0.18, 0.19, -0.09], [0.14, -0.14, -0.09], [0.24, -0.10, 0.56], [0.10, 0.11, 0.06], [0.09, 0.02, -0.05], [0.24, 0.05, -0.07], [-0.53, 0.23, -0.12], [-0.03, -0.27, 0.04], [-0.09, 0.04, -0.13]]
}

[3]
{
  "formula": "C21H21ClFNO3",
  "method": "ωB97M-V/def2-TZVPD",
  "e_above_lowest_kj_mol": 0.0,
  "species": ["O", "C", "C", "C", "C", "N", "O", "C", "C", "C", "O", "C", "C", "C", "C", "Cl", "C", "C", "C", "C", "C", "C", "C", "C", "F", "C", "C", "H", "H", "H", "H", "H", "H", "H", "H", "H", "H", "H", "H", "H", "H", "H", "H", "H", "H", "H", "H", "H"],
  "coordinates": [[2.3290, 2.6615, 5.6083], [1.5211, 2.5301, 4.6977], [2.0672, 2.6911, 3.3378], [1.3167, 3.0015, 2.2341], [1.8125, 2.8597, 0.8042], [1.0984, 1.7492, 0.1077], [-0.1366, 1.7989, 0.3071], [1.6810, 0.4880, 0.5895], [1.0848, -0.6646, -0.2307], [1.2974, -0.4829, -1.7259], [2.6971, -0.5026, -1.9687], [0.6220, -1.5908, -2.5424], [1.3189, -2.5615, -3.2919], [0.6382, -3.5723, -3.9696], [-0.7290, -3.6877, -3.9214], [-1.5475, -5.0545, -4.6726], [-1.4575, -2.7718, -3.1279], [-0.7844, -1.7537, -2.4578], [0.7538, 0.8616, -2.2172], [1.3562, 1.9736, -1.3301], [0.1414, 2.1499, 4.9759], [-0.3834, 2.4834, 6.2381], [-1.7237, 2.2561, 6.5678], [-2.5246, 1.4793, 5.7204], [-3.8151, 1.1680, 6.0644], [-1.9965, 1.1343, 4.4600], [-0.6784, 1.4407, 4.1062], [3.1658, 2.5429, 3.2375], [0.2424, 3.1749, 2.2622], [1.6497, 3.7683, 0.2752], [2.9085, 2.6839, 0.7939], [1.4344, 0.3497, 1.6262], [2.7969, 0.5127, 0.4768], [1.6231, -1.5542, 0.0574], [0.0313, -0.7631, -0.0062], [2.8869, -0.4562, -2.9201], [2.3879, -2.5533, -3.3620], [1.1961, -4.2801, -4.5452], [-2.5494, -2.7924, -3.0887], [-1.3586, -1.0625, -1.8760], [1.0260, 1.0004, -3.2755], [-0.3241, 0.8928, -2.1837], [2.4417, 1.9516, -1.4286], [0.9702, 2.9762, -1.6204], [0.2292, 3.0417, 6.8942], [-2.1409, 2.6338, 7.4783], [-2.6677, 0.5960, 3.7719], [-0.3451, 1.0808, 3.1162]],
  "forces_ev_per_a": [[-0.43, 0.02, 0.14], [1.93, 0.21, 0.46], [-0.88, 0.43, -2.58], [0.85, -1.31, 0.67], [1.72, 0.65, 1.96], [3.38, 1.11, -0.57], [-5.58, -0.04, 1.26], [1.30, -1.53, -1.25], [0.69, 0.44, 0.12], [-0.36, -0.28, -1.59], [0.63, -0.10, 0.18], [-0.64, -1.33, 0.25], [-0.94, 0.81, 0.40], [0.18, 0.09, -0.09], [-0.87, 0.41, 1.06], [0.31, 0.64, 0.15], [0.17, 0.01, -0.56], [0.84, -0.39, -0.70], [0.42, 0.59, 0.72], [0.75, -0.16, -1.83], [-1.25, -0.36, 0.72], [-1.19, 0.07, -1.04], [0.13, -0.89, -0.33], [0.85, 0.73, -0.81], [1.35, 0.32, -0.43], [-1.11, -0.63, 0.48], [-0.67, -0.38, -0.65], [-0.94, 0.02, 0.19], [0.22, 0.01, 0.35], [-0.46, 0.65, -0.60], [-0.58, -0.05, -0.04], [-0.17, 0.30, 0.41], [-0.95, -0.03, 0.02], [-0.03, -0.51, 0.16], [-0.17, -0.04, 0.02], [-0.31, 0.05, 0.40], [0.38, 0.08, 0.07], [0.28, -0.34, -0.21], [0.40, -0.26, 0.05], [-0.27, 0.28, 0.26], [0.13, 0.09, 0.36], [-0.33, 0.03, 0.23], [0.11, 0.17, -0.35], [0.16, -0.77, 0.53], [0.52, 0.43, 0.64], [-0.06, 0.04, 0.46], [0.56, 0.23, 0.29], [-0.11, 0.47, 0.63]]
}